(1)
{
  "formula": "C4H11N3S",
  "method": "wB97M-V/def2-TZVPD",
  "species": ["C", "C", "C", "C", "H", "H", "H", "H", "H", "H", "H", "H", "H", "H", "H", "N", "N", "N", "S"],
  "positions_angstrom": [[0.179, 0.583, -1.871], [0.242, -0.742, -1.134], [0.194, -0.610, 0.308], [-1.883, 0.351, 0.529], [-0.983, 0.848, -2.052], [0.630, 1.594, -1.030], [0.821, 0.625, -2.960], [-0.631, -1.451, -1.399], [1.196, -1.248, -1.533], [2.962, 0.185, 1.503], [2.437, 0.146, -0.228], [-2.173, 0.265, -0.584], [-2.852, 0.350, 1.275], [-1.312, 1.520, 0.561], [-0.454, 0.010, 3.286], [1.158, -0.243, 1.108], [2.456, -0.390, 0.664], [-1.039, -0.661, 1.017], [-0.949, -1.132, 2.540]],
  "nbo_charge": [-0.61, -0.55, 0.37, -0.41, 0.22, 0.21, 0.24, 0.24, 0.25, 0.37, 0.34, 0.20, 0.24, 0.16, 0.07, -0.30, -0.64, -0.64, 0.25],
  "relative_energy_kj_mol": 525.5,
  "homo_energy_ev": -8.3
}

---

(2)
{
  "formula": "C15H18N2O2S",
  "method": "wB97M-V/def2-TZVPD",
  "species": ["C", "C", "C", "C", "C", "C", "C", "C", "C", "N", "H", "H", "H", "H", "H", "S", "C", "C", "O", "N", "C", "H", "C", "O", "C", "C", "H", "H", "H", "H", "H", "H", "H", "H", "H", "H", "H", "H"],
  "positions_angstrom": [[-0.688, -2.225, 2.032], [-1.673, -1.710, 0.935], [-1.374, -1.083, -0.145], [-2.515, -0.648, -0.859], [-2.796, 0.061, -2.210], [-4.106, 0.278, -2.311], [-5.107, -0.144, -1.437], [-4.773, -1.140, -0.388], [-3.408, -1.253, -0.034], [-2.924, -1.787, 1.024], [-3.303, -2.419, 1.962], [-5.466, -1.579, 0.322], [-6.171, -0.194, -1.973], [-4.450, 0.647, -3.113], [-1.991, 0.377, -2.714], [0.414, -0.418, -0.639], [0.253, 1.421, -0.511], [1.710, 1.979, -0.477], [1.946, 2.453, -1.417], [2.543, 1.659, 0.639], [2.410, 0.647, 1.559], [1.389, 0.394, 1.845], [3.298, -0.537, 1.585], [4.653, 0.036, 1.571], [4.918, 0.546, 0.274], [3.849, 2.009, 0.433], [4.005, 2.823, -0.568], [4.153, 2.467, 1.431], [5.928, 1.239, 0.421], [4.574, 0.377, -0.610], [3.247, -1.272, 2.371], [3.105, -1.109, 0.452], [2.534, 1.198, 2.589], [-0.140, 1.531, 0.438], [-0.265, 1.780, -1.257], [0.377, -2.255, 1.829], [-0.736, -1.924, 2.837], [-0.876, -3.175, 2.287]],
  "nbo_charge": [-0.59, 0.12, -0.13, -0.08, -0.17, -0.23, -0.24, -0.16, 0.06, -0.49, 0.43, 0.20, 0.22, 0.19, 0.22, 0.09, -0.57, 0.73, -0.53, -0.53, -0.26, 0.24, -0.08, -0.54, -0.09, -0.24, 0.23, 0.18, 0.20, 0.18, 0.22, 0.16, 0.19, 0.21, 0.21, 0.23, 0.18, 0.21],
  "relative_energy_kj_mol": 1299.6,
  "homo_energy_ev": -7.9
}

---

(3)
{
  "formula": "C33H68BFN2O8P",
  "method": "wB97M-V/def2-TZVPD",
  "species": ["C", "C", "B", "O", "C", "C", "N", "C", "C", "C", "F", "C", "P", "C", "C", "C", "C", "O", "N", "O", "C", "H", "H", "H", "H", "H", "H", "H", "H", "H", "H", "H", "H", "H", "H", "H", "H", "H", "H", "H", "H", "H", "H", "H", "H", "H", "H", "H", "H", "C", "C", "C", "O", "C", "H", "H", "H", "H", "H", "H", "H", "H", "C", "C", "C", "O", "C", "H", "H", "H", "H", "H", "H", "H", "H", "C", "C", "C", "O", "C", "H", "H", "H", "H", "H", "H", "H", "H", "C", "C", "C", "O", "C", "H", "H", "H", "H", "H", "H", "H", "H", "C", "C", "C", "O", "C", "H", "H", "H", "H", "H", "H", "H", "H"],
  "positions_angstrom": [[3.862, -0.825, 0.327], [2.337, -1.307, 0.249], [1.745, -0.910, -1.188], [2.245, -1.646, -2.316], [0.608, 0.228, -1.435], [0.174, 0.979, -0.126], [-0.325, 2.375, -0.356], [-1.596, 2.469, -1.134], [-2.884, 2.584, -0.196], [-3.720, 1.242, -0.325], [-4.531, 1.334, -1.456], [0.809, 3.192, -0.882], [0.380, 5.063, -0.923], [1.805, 6.047, -1.633], [0.370, 5.500, 0.928], [1.439, 2.666, -2.215], [3.018, 2.618, -2.002], [1.169, 3.532, -3.356], [1.758, 2.984, -4.477], [2.502, 3.751, -4.959], [1.018, 1.194, -2.634], [4.071, -0.219, -0.587], [3.992, -0.221, 1.273], [4.492, -1.743, 0.356], [1.712, -0.920, 1.095], [2.289, -2.431, 0.304], [2.951, -1.134, -2.734], [-0.300, -0.342, -1.789], [1.077, 1.080, 0.535], [-0.625, 0.407, 0.403], [-0.534, 2.753, 0.580], [-1.633, 3.304, -1.867], [-1.761, 1.530, -1.727], [-2.622, 2.663, 0.890], [-3.507, 3.470, -0.452], [-4.320, 1.020, 0.587], [-2.993, 0.391, -0.431], [1.622, 3.116, -0.106], [1.581, 6.259, -2.706], [1.806, 7.045, -1.112], [2.820, 5.618, -1.470], [1.370, 5.223, 1.370], [-0.382, 4.885, 1.491], [0.215, 6.594, 1.057], [3.250, 2.046, -1.061], [3.530, 2.077, -2.831], [3.473, 3.631, -1.910], [1.810, 0.692, -3.240], [0.130, 1.277, -3.316], [3.908, -1.161, 5.673], [5.273, -0.524, 5.832], [5.662, -0.249, 4.391], [4.443, -0.009, 3.671], [3.334, -0.387, 4.500], [3.287, -1.099, 6.567], [4.019, -2.215, 5.408], [5.182, 0.419, 6.381], [5.993, -1.153, 6.354], [6.154, -1.117, 3.940], [6.322, 0.615, 4.292], [2.836, 0.531, 4.835], [2.623, -0.975, 3.915], [2.828, -5.844, 8.161], [4.028, -6.576, 7.591], [4.472, -5.637, 6.484], [4.125, -4.310, 6.904], [3.262, -4.394, 8.046], [2.581, -6.134, 9.182], [1.951, -6.024, 7.533], [4.811, -6.654, 8.351], [3.801, -7.580, 7.232], [3.940, -5.845, 5.549], [5.545, -5.691, 6.293], [3.835, -4.081, 8.925], [2.419, -3.712, 7.920], [5.597, 1.754, -7.762], [5.466, 3.130, -7.134], [5.474, 2.800, -5.653], [6.273, 1.621, -5.495], [6.526, 1.052, -6.788], [5.984, 1.771, -8.781], [4.622, 1.257, -7.774], [6.339, 3.737, -7.387], [4.572, 3.672, -7.445], [4.467, 2.573, -5.293], [5.888, 3.607, -5.045], [7.576, 1.236, -7.038], [6.361, -0.026, -6.752], [-8.019, 0.277, -4.030], [-6.739, -0.273, -3.433], [-7.268, -1.287, -2.436], [-8.503, -1.785, -2.965], [-8.902, -0.956, -4.067], [-7.885, 0.735, -5.011], [-8.450, 1.026, -3.359], [-6.155, -0.780, -4.208], [-6.107, 0.485, -2.973], [-7.481, -0.818, -1.469], [-6.577, -2.117, -2.275], [-8.750, -1.526, -4.989], [-9.963, -0.716, -3.978], [-9.166, -4.262, 1.380], [-9.126, -3.238, 0.262], [-9.246, -1.932, 1.026], [-8.637, -2.146, 2.306], [-8.404, -3.550, 2.483], [-8.727, -5.223, 1.112], [-10.201, -4.433, 1.690], [-8.160, -3.284, -0.250], [-9.911, -3.368, -0.482], [-10.294, -1.663, 1.192], [-8.751, -1.101, 0.519], [-7.326, -3.726, 2.398], [-8.727, -3.852, 3.481]],
  "lowdin_charge": [-0.07, -0.15, -0.38, 0.09, -0.14, -0.08, -0.10, -0.12, -0.10, -0.19, -0.05, -0.34, 0.94, -0.28, -0.29, -0.42, 0.00, -0.12, -0.01, 0.10, -0.07, 0.06, 0.07, 0.09, 0.08, 0.12, 0.10, 0.15, 0.14, 0.15, 0.15, 0.12, 0.13, 0.12, 0.13, 0.13, 0.11, 0.13, 0.05, 0.06, 0.04, 0.05, 0.03, 0.05, 0.10, 0.09, 0.09, 0.11, 0.13, -0.17, -0.17, -0.20, -0.17, -0.21, 0.12, 0.10, 0.12, 0.12, 0.12, 0.12, 0.11, 0.11, -0.18, -0.17, -0.20, -0.16, -0.21, 0.12, 0.12, 0.12, 0.12, 0.12, 0.12, 0.12, 0.11, -0.17, -0.17, -0.22, -0.14, -0.20, 0.12, 0.11, 0.12, 0.11, 0.08, 0.12, 0.12, 0.12, -0.17, -0.18, -0.21, -0.14, -0.20, 0.11, 0.12, 0.12, 0.09, 0.10, 0.12, 0.12, 0.12, -0.17, -0.18, -0.20, -0.14, -0.21, 0.11, 0.12, 0.11, 0.12, 0.12, 0.10, 0.11, 0.12],
  "homo_energy_ev": -10.7,
  "total_charge": 1
}

---

(4)
{
  "formula": "C33H33BrFMoNO8PTe",
  "method": "wB97M-V/def2-TZVPD",
  "species": ["Mo", "C", "C", "C", "C", "C", "C", "C", "F", "C", "C", "C", "O", "C", "C", "N", "C", "C", "O", "O", "H", "H", "H", "H", "H", "H", "H", "H", "H", "H", "H", "O", "C", "O", "H", "C", "C", "C", "C", "C", "C", "C", "C", "C", "C", "C", "C", "C", "C", "H", "H", "H", "H", "H", "H", "H", "H", "H", "H", "H", "C", "C", "O", "P", "O", "Te", "O", "C", "C", "H", "H", "H", "H", "H", "H", "H", "H", "H", "H", "Br"],
  "positions_angstrom": [[-0.515, -1.025, 0.973], [-0.172, 5.814, -2.147], [0.311, 5.772, -0.705], [1.614, 6.543, -0.553], [2.046, 6.566, 0.902], [2.133, 5.163, 1.435], [2.968, 4.854, 2.483], [3.042, 3.551, 2.969], [3.875, 3.320, 4.006], [2.312, 2.536, 2.432], [1.464, 2.827, 1.355], [0.681, 1.749, 0.776], [0.779, 0.603, 1.284], [-0.156, 2.081, -0.314], [-0.209, 3.375, -0.732], [0.506, 4.388, -0.213], [1.365, 4.132, 0.855], [-0.926, 1.053, -1.117], [-1.784, 1.444, -1.892], [-0.514, -0.155, -0.953], [-0.138, 6.849, -2.489], [-1.196, 5.467, -2.266], [0.475, 5.218, -2.793], [-0.443, 6.235, -0.059], [1.463, 7.556, -0.929], [2.381, 6.070, -1.173], [1.321, 7.141, 1.487], [3.010, 7.063, 1.017], [3.583, 5.617, 2.944], [2.363, 1.524, 2.805], [-0.872, 3.594, -1.554], [-1.043, 1.379, 3.432], [-1.905, 1.191, 2.598], [-1.887, 0.373, 1.593], [-2.851, 1.764, 2.629], [-6.800, -2.877, -2.228], [-6.605, -1.512, -2.066], [-5.528, -1.046, -1.330], [-4.614, -1.929, -0.750], [-4.828, -3.299, -0.911], [-5.909, -3.766, -1.644], [-3.482, -1.372, 0.017], [-2.247, -1.864, 0.075], [-1.741, -3.027, -0.687], [-1.394, -4.218, -0.046], [-0.846, -5.269, -0.766], [-0.619, -5.137, -2.128], [-0.947, -3.949, -2.770], [-1.500, -2.898, -2.059], [-7.644, -3.245, -2.800], [-7.293, -0.806, -2.517], [-5.369, 0.019, -1.211], [-4.145, -4.001, -0.453], [-6.056, -4.833, -1.757], [-3.674, -0.431, 0.521], [-1.540, -4.302, 1.024], [-0.576, -6.185, -0.255], [-0.176, -5.952, -2.688], [-0.756, -3.836, -3.831], [-1.729, -1.957, -2.540], [4.046, -4.674, -2.011], [4.322, -3.608, -0.976], [3.099, -3.311, -0.303], [2.595, -1.838, 0.071], [1.132, -2.126, 0.414], [3.215, -0.190, -1.490], [3.322, -1.466, 1.454], [3.090, -2.275, 2.627], [2.797, -1.364, 3.796], [4.967, -4.945, -2.530], [3.328, -4.302, -2.742], [3.631, -5.569, -1.544], [4.710, -2.699, -1.440], [5.041, -3.950, -0.227], [3.993, -2.869, 2.792], [2.250, -2.948, 2.456], [3.619, -0.665, 3.962], [2.649, -1.956, 4.700], [1.877, -0.808, 3.614], [-0.746, -2.373, 3.094]],
  "lowdin_spin": [1.78, 0.00, 0.00, 0.00, 0.00, 0.00, 0.00, 0.00, 0.00, 0.00, 0.00, 0.00, 0.00, 0.00, 0.01, 0.01, 0.00, 0.01, 0.00, 0.03, 0.00, 0.00, 0.00, 0.00, 0.00, 0.00, 0.00, 0.00, 0.00, 0.00, 0.00, 0.01, 0.01, 0.04, 0.00, 0.00, 0.00, 0.00, 0.00, 0.00, 0.00, 0.02, -0.04, 0.00, 0.00, 0.00, 0.00, 0.00, 0.00, 0.00, 0.00, 0.00, 0.00, 0.00, 0.00, 0.00, 0.00, 0.00, 0.00, 0.00, 0.00, 0.00, 0.00, 0.01, 0.05, 0.01, 0.00, 0.00, 0.00, 0.00, 0.00, 0.00, 0.00, 0.00, 0.00, 0.00, 0.00, 0.00, 0.00, 0.05],
  "spin_multiplicity": 3,
  "relative_energy_kj_mol": 0.0,
  "homo_energy_ev": [-4.6, -4.6],
  "total_charge": -1,
  "s2": 2.023
}

---

(5)
{
  "formula": "C3H6N2O2",
  "method": "wB97M-V/def2-TZVPD",
  "species": ["H", "N", "C", "O", "C", "C", "N", "O", "H", "H", "H", "H", "H"],
  "positions_angstrom": [[-2.339, 1.765, -0.062], [-1.726, 1.627, 0.731], [-0.732, 0.874, 0.573], [0.100, 0.647, 1.634], [1.005, -0.171, 0.897], [0.059, -0.263, -0.303], [0.717, -0.154, -1.567], [-0.771, -1.396, -0.360], [1.907, 0.403, 0.654], [1.232, -1.102, 1.414], [0.430, -0.910, -2.184], [1.730, -0.146, -1.484], [-1.613, -1.175, 0.058]],
  "nbo_charge": [0.36, -0.68, 0.49, -0.49, -0.11, 0.33, -0.84, -0.71, 0.17, 0.20, 0.39, 0.37, 0.49],
  "relative_energy_kj_mol": 277.1,
  "smiles": "[H]/N=C1/OC[C@@]1(N)O",
  "homo_energy_ev": -9.5
}

---

(6)
{
  "formula": "C22H17ClFN3O5S",
  "method": "wB97M-V/def2-TZVPD",
  "species": ["C", "C", "O", "N", "C", "C", "C", "F", "C", "C", "C", "C", "Cl", "C", "C", "O", "N", "C", "C", "C", "C", "C", "S", "O", "O", "N", "C", "C", "C", "C", "C", "O", "C", "H", "H", "H", "H", "H", "H", "H", "H", "H", "H", "H", "H", "H", "H", "H", "H", "H"],
  "positions_angstrom": [[-6.090, -1.125, -1.093], [-5.136, -0.163, -0.504], [-5.562, 1.048, -0.136], [-4.536, 1.763, 0.376], [-3.469, 1.014, 0.325], [-2.172, 1.486, 0.828], [-1.553, 2.603, 0.268], [-2.158, 3.233, -0.753], [-0.312, 3.047, 0.686], [0.339, 2.366, 1.700], [-0.253, 1.265, 2.296], [-1.498, 0.835, 1.866], [-2.225, -0.551, 2.604], [-3.784, -0.259, -0.252], [-2.923, -1.435, -0.473], [-3.355, -2.562, -0.571], [-1.594, -1.103, -0.563], [-0.494, -1.927, -0.346], [-0.537, -3.315, -0.463], [0.591, -4.069, -0.182], [1.770, -3.462, 0.222], [1.798, -2.085, 0.332], [3.265, -1.238, 0.886], [4.036, -2.071, 1.757], [2.880, 0.067, 1.356], [4.137, -1.147, -0.552], [3.644, -0.197, -1.530], [3.643, 1.217, -1.039], [2.680, 2.182, -1.045], [3.254, 3.313, -0.414], [4.516, 2.946, -0.070], [4.762, 1.683, -0.451], [0.696, -1.313, 0.044], [-5.614, -2.099, -1.161], [-6.982, -1.187, -0.474], [-6.392, -0.794, -2.087], [0.127, 3.908, 0.210], [1.320, 2.675, 2.019], [0.259, 0.731, 3.078], [-1.377, -0.117, -0.497], [-1.460, -3.791, -0.751], [0.542, -5.143, -0.270], [2.654, -4.026, 0.469], [5.115, -1.015, -0.336], [4.267, -0.292, -2.426], [2.622, -0.487, -1.785], [1.693, 2.100, -1.451], [2.791, 4.263, -0.242], [5.307, 3.471, 0.428], [0.767, -0.243, 0.170]],
  "nbo_charge": [-0.68, 0.42, -0.26, -0.10, 0.15, -0.24, 0.50, -0.32, -0.31, -0.15, -0.25, 0.01, 0.04, -0.30, 0.69, -0.60, -0.63, 0.24, -0.23, -0.19, -0.19, -0.33, 2.31, -0.93, -0.94, -0.84, -0.28, 0.27, -0.31, -0.32, 0.09, -0.41, -0.27, 0.27, 0.24, 0.24, 0.23, 0.24, 0.25, 0.41, 0.26, 0.22, 0.24, 0.41, 0.23, 0.23, 0.23, 0.23, 0.21, 0.25],
  "smiles": "Cc1onc(-c2c(F)cccc2Cl)c1C(=O)Nc1cccc(S(=O)(=O)NCc2ccco2)c1",
  "homo_energy_ev": -8.8
}